Record 1
Here is a single C20H23ClN2O4 molecule from the OMol25 dataset. Energies are from ωB97M-V/def2-TZVPD.

Geometry (Å):
C 2.902 -2.189 1.351
O 2.442 -2.001 0.031
C 2.072 -0.740 -0.347
C 2.287 0.382 0.443
C 1.834 1.633 0.062
C 1.153 1.801 -1.133
C 0.975 0.692 -1.945
C 1.431 -0.571 -1.589
O 1.158 -1.545 -2.507
C 1.876 -2.759 -2.501
H 1.610 -3.252 -3.436
H 2.954 -2.585 -2.475
H 1.595 -3.395 -1.660
H 0.468 0.782 -2.893
C 0.551 3.127 -1.508
H 0.663 3.307 -2.578
H 1.048 3.934 -0.967
C -0.940 3.131 -1.168
N -1.129 2.905 0.250
C -2.303 3.158 0.855
O -3.251 3.644 0.271
C -2.377 2.829 2.346
H -2.042 3.710 2.897
H -3.436 2.692 2.572
C -1.578 1.613 2.805
N -1.720 0.512 1.876
C -0.774 -0.444 1.750
O 0.222 -0.472 2.453
C -1.025 -1.442 0.673
C -0.602 -2.753 0.861
C -0.768 -3.696 -0.134
C -1.346 -3.316 -1.336
C -1.759 -2.010 -1.548
C -1.601 -1.077 -0.541
H -1.898 -0.054 -0.719
H -2.187 -1.726 -2.496
Cl -1.543 -4.482 -2.591
H -0.446 -4.715 0.013
H -0.142 -3.024 1.799
H -2.587 0.439 1.369
H -1.922 1.314 3.804
H -0.507 1.827 2.886
H -0.389 2.407 0.721
H -1.449 2.347 -1.744
H -1.406 4.087 -1.422
H 2.026 2.479 0.706
H 2.793 0.283 1.388
H 2.981 -3.268 1.478
H 3.889 -1.739 1.499
H 2.194 -1.779 2.076

Forces on atoms 1 to 6 (eV/Å):
C 0.1 0.0 0.3
O -0.2 0.2 -0.4
C 0.1 0.0 0.0
C 0.1 -0.2 0.0
C 0.0 0.0 -0.1
C 0.2 0.1 0.0

As for the energy above the lowest of the compared OMol25 structures with the same formula, charge and spin: 12.3 kcal per mole. As for the structure (SMILES): COc1ccc(CCNC(=O)CCNC(=O)c2ccc(Cl)cc2)cc1OC. The HOMO-LUMO gap is 8.65 eV. Its charge is 0. The LUMO energy comes out at 0.55 eV.

---

Record 2
Here is a molecular structure, C49H38N3O8P2PtS from the OMol25 dataset. Energies are from ωB97M-V/def2-TZVPD.

Geometry (Å):
Pt 0.082 -0.562 0.476
O -2.503 -1.614 2.167
S -1.793 -1.851 0.930
C -1.371 -3.537 0.775
C -2.104 -4.500 1.443
C -1.804 -5.833 1.176
C -0.806 -6.158 0.270
C -0.071 -5.163 -0.373
C -0.359 -3.831 -0.116
P 0.584 -2.466 -0.821
C 2.262 -3.053 -0.771
C 2.734 -3.691 0.385
C 4.031 -4.162 0.418
C 4.858 -4.003 -0.694
C 4.391 -3.376 -1.839
C 3.092 -2.892 -1.883
C 0.133 -2.182 -2.523
C 0.032 -3.248 -3.421
C -0.205 -2.982 -4.758
C -0.321 -1.666 -5.202
C -0.216 -0.608 -4.311
C 0.005 -0.867 -2.966
C -2.828 -1.540 -0.492
C -3.639 -2.509 -1.047
C -4.442 -2.150 -2.130
C -4.435 -0.852 -2.614
C -3.632 0.122 -2.022
C -2.814 -0.230 -0.962
P -1.851 0.921 0.024
C -1.531 2.443 -0.824
C -1.679 3.635 -0.101
C -1.492 4.850 -0.739
C -1.144 4.885 -2.082
C -1.004 3.704 -2.806
C -1.198 2.486 -2.186
C -2.799 1.246 1.507
C -4.171 0.963 1.445
C -4.993 1.291 2.510
C -4.461 1.885 3.644
C -3.101 2.160 3.714
C -2.267 1.846 2.656
H -2.874 -4.221 2.150
H -2.347 -6.617 1.686
H -0.577 -7.197 0.076
H 0.743 -5.435 -1.033
H 2.090 -3.819 1.247
H 4.402 -4.664 1.301
H 5.871 -4.383 -0.666
H 5.035 -3.269 -2.702
H 2.730 -2.401 -2.778
H 0.149 -4.272 -3.090
H -0.288 -3.799 -5.461
H -0.491 -1.470 -6.252
H -0.297 0.410 -4.670
H 0.078 -0.071 -2.231
H -3.646 -3.525 -0.673
H -5.071 -2.898 -2.594
H -5.064 -0.587 -3.454
H -3.654 1.143 -2.382
H -1.963 3.614 0.942
H -1.630 5.771 -0.188
H -0.997 5.836 -2.578
H -0.752 3.745 -3.857
H -1.125 1.580 -2.760
H -4.612 0.496 0.576
H -6.052 1.080 2.450
H -5.106 2.135 4.476
H -2.686 2.627 4.597
H -1.216 2.071 2.723
O 0.237 -1.772 3.031
C 1.294 -1.002 3.575
C 2.406 -0.879 2.571
C 3.711 -0.823 3.040
C 4.760 -0.623 2.163
C 4.480 -0.488 0.813
C 3.171 -0.571 0.402
N 2.144 -0.770 1.254
H -0.513 -1.746 3.638
H 1.692 -1.466 4.480
H 0.954 0.006 3.838
H 3.890 -0.938 4.100
H 5.778 -0.574 2.527
H 5.260 -0.319 0.083
H 2.919 -0.457 -0.640
O 0.153 1.406 1.452
C 0.972 1.908 0.578
O 1.252 1.224 -0.431
C 1.411 3.301 0.734
C 1.207 3.980 1.930
C 1.547 5.314 1.995
C 2.065 6.006 0.915
C 2.235 5.297 -0.261
C 1.932 3.958 -0.377
N 2.721 6.010 -1.463
O 2.573 5.435 -2.521
O 3.079 7.149 -1.314
N 1.320 6.033 3.270
O 0.792 5.397 4.158
O 1.556 7.213 3.279
H 0.799 3.496 2.806
H 2.317 7.056 0.985
H 2.070 3.450 -1.321

Forces on atoms 1 to 6 (eV/Å):
Pt -0.2 0.9 -0.1
O 0.1 0.0 0.0
S 0.3 0.2 0.2
C -0.1 -0.1 0.1
C 0.0 -0.1 0.0
C -0.1 0.1 0.1

As for the energy above the lowest of the compared OMol25 structures with the same formula, charge and spin: 24.5 kcal per mole. The HOMO-LUMO gap is 6.95 eV. Its charge is +3. The LUMO energy comes out at -9.80 eV.

---

Record 3
Here is a molecular structure, C20H20AsB2F4InN6OS4 from the OMol25 dataset. Energies are from ωB97M-V/def2-TZVPD.

Geometry (Å):
In 2.403 -3.690 -2.823
S 3.003 -1.790 -4.239
As 3.056 -3.796 -5.354
S 4.327 -5.050 -4.044
S 0.999 -4.202 -4.919
S 3.535 -3.532 -7.366
B -2.190 3.409 2.627
N -0.882 4.060 3.135
C -0.923 5.335 3.564
C 0.330 5.661 4.128
C 1.058 4.421 3.998
N 0.304 3.538 3.366
N -1.950 2.049 1.892
C -1.786 0.848 2.522
C -1.708 -0.108 1.557
C -1.750 0.600 0.348
N -1.879 1.896 0.577
H -2.632 4.005 1.644
H -2.726 3.229 3.736
H -1.869 5.824 3.463
H 0.633 6.564 4.637
H 2.085 4.223 4.168
H -1.821 0.698 3.598
H -1.682 -1.218 1.670
H 1.925 -4.144 -1.318
F 0.038 -2.466 -1.704
B -0.660 -3.251 -0.765
F -0.684 -4.614 -1.034
F 0.048 -2.966 0.438
F -1.940 -2.790 -0.565
C 0.448 0.472 -1.241
C -0.835 0.043 -1.799
O -1.823 0.120 -0.970
C -1.121 -0.470 -3.124
C -2.361 -0.998 -3.386
C -2.762 -1.287 -4.731
C -1.741 -1.132 -5.681
C -0.486 -0.846 -5.304
C -0.178 -0.421 -4.104
H 0.850 -0.422 -0.882
H 0.527 1.216 -0.406
H 1.170 0.721 -1.909
H -3.067 -1.241 -2.544
H -3.791 -1.627 -4.900
H -2.116 -1.370 -6.702
H 0.346 -0.857 -5.946
H 0.837 -0.205 -3.938
N -0.388 0.664 5.991
C 0.293 0.496 5.084
C 1.089 -0.081 3.937
C 1.847 0.814 3.202
C 2.798 0.283 2.294
N 2.893 -1.018 2.073
C 2.043 -1.884 2.708
C 1.162 -1.434 3.653
H 1.693 1.865 3.423
H 3.530 0.922 1.825
H 2.040 -2.928 2.248
H 0.438 -2.137 4.196

Forces on atoms 1 to 6 (eV/Å):
In -0.6 -0.1 1.0
S 0.8 -0.3 0.1
As 1.0 0.9 -1.9
S -0.8 0.6 -0.1
S -0.5 -0.8 0.4
S 0.2 -0.2 -0.1

As for the energy above the lowest of the compared OMol25 structures with the same formula, charge and spin: 107.5 kcal per mole. The HOMO-LUMO gap is 6.08 eV. Its charge is -2. The LUMO energy comes out at 2.85 eV.

---

> What is the energy above the lowest of the compared OMol25 structures with the same formula, charge and spin in the second record?

24.5 kcal per mole

---

> The lowest energy above the lowest of the compared OMol25 structures with the same formula, charge and spin belongs to which entry?

C20H23ClN2O4

---

> Number 1 is which compound?

C20H23ClN2O4